A | ORCA calculation (ωB97M-V/def2-TZVPD) on C5H6N2 as an isolated structure.

Calculated values
* gap between HOMO and LUMO (spin up / spin down): 8.079 / 8.078 eV
* LUMO (spin up / spin down): 0.65 / 0.65 eV

Last column: Mulliken charge in e.
Geometry (Å):
N (3.3758, -0.7592, -0.4412)  -0.48
C (2.5211, 0.0235, -0.5454)  0.14
C (1.3954, 0.8744, -0.5594)  -0.20
C (-0.1920, -0.9607, -0.1485)  -0.43
C (-1.4773, -0.6725, 0.5718)  -0.38
C (-1.0418, 0.8118, 0.3809)  -0.61
N (0.2105, 0.2908, -0.2398)  0.07
H (1.4157, 1.9335, -0.7988)  0.36
H (0.3773, -1.8295, -0.4551)  0.43
H (-2.4118, -0.9893, 0.0862)  0.27
H (-1.5073, -0.9855, 1.6299)  0.23
H (-1.6636, 1.4175, -0.2887)  0.28
H (-0.8205, 1.3739, 1.2894)  0.32

=====

B | ORCA calculation (ωB97M-V/def2-TZVPD) on the molecule C5H6N2.

Calculated values
* gap between HOMO and LUMO: 8.442 eV
* LUMO: -0.59 eV

Last column: Mulliken charge in e.
Geometry (Å):
C (-1.4799, -0.5910, 0.0999)  -0.20
C (-1.9407, 0.7325, -0.4476)  -0.41
C (0.3374, 1.0004, 0.8566)  -0.05
N (1.6227, 1.1823, 0.7180)  -0.59
C (2.0566, 0.1301, -0.0535)  -0.45
C (1.0188, -0.6871, -0.3947)  -0.15
N (-0.0950, -0.1362, 0.2088)  0.07
H (-1.5003, -1.4654, -0.5602)  0.24
H (-1.8778, -0.8570, 1.0826)  0.21
H (-1.6728, 0.7089, -1.5211)  0.17
H (-0.3470, 1.6336, 1.4053)  0.43
H (3.1035, 0.0109, -0.3013)  0.37
H (0.9650, -1.6105, -0.9533)  0.36

=====

Stability, descending: A, B

=====

A | ORCA calculation (ωB97M-V/def2-TZVPD) on the molecule C5H6N2.

Calculated values
* gap between HOMO and LUMO (spin up / spin down): 7.714 / 7.893 eV
* LUMO (spin up / spin down): 0.59 / 0.69 eV

Last column: Mulliken charge in e.
Geometry (Å):
N (2.5491, -1.1623, 1.1056)  -0.37
C (1.6942, -0.4486, 0.8292)  0.04
C (0.6556, 0.5170, 0.4674)  0.10
C (0.4974, 0.8932, -1.0383)  -0.60
C (-0.9007, 0.4623, -0.8769)  -0.47
C (-1.2681, -1.1050, 0.7520)  -0.53
N (-0.7211, 0.0208, 0.3627)  0.01
H (0.6668, 1.3670, 1.1306)  0.32
H (1.1257, 0.2528, -1.6602)  0.25
H (0.6503, 1.9344, -1.2963)  0.25
H (-1.7955, 0.4214, -1.4779)  0.48
H (-1.7079, -1.6965, -0.0287)  0.23
H (-1.4457, -1.4564, 1.7310)  0.29

=====

B | ORCA calculation (ωB97M-V/def2-TZVPD) on the molecule C5H6N2.

Calculated values
* structure (SMILES): C1=N[C@H]1C[C@H]1C=N1
* gap between HOMO and LUMO: 10.948 eV
* LUMO: 1.13 eV

Last column: Mulliken charge in e.
Geometry (Å):
C (1.6622, -0.6610, 1.1264)  -0.22
N (2.5215, -0.4790, 0.2296)  -0.52
C (1.3294, 0.4650, 0.2854)  0.01
C (0.2579, 0.3582, -0.7813)  -0.75
C (-1.1243, 0.4714, -0.1674)  0.09
C (-2.1356, -0.5556, -0.2978)  -0.28
N (-1.5395, -0.6272, 0.8032)  -0.44
H (1.4463, -1.3464, 1.9372)  0.33
H (1.5452, 1.4742, 0.6422)  0.42
H (0.3652, -0.6085, -1.2882)  0.36
H (0.3941, 1.1402, -1.5393)  0.30
H (-1.4262, 1.4776, 0.1302)  0.37
H (-2.9146, -1.0805, -0.8394)  0.33

=====

C | ORCA calculation (ωB97M-V/def2-TZVPD) on C5H6N2 as an isolated structure.

Calculated values
* gap between HOMO and LUMO: 9.265 eV
* LUMO: 0.85 eV

Last column: Mulliken charge in e.
Geometry (Å):
C (-1.5154, -0.4819, 0.2964)  -0.31
C (-1.3118, 0.9797, 0.6663)  -0.47
C (0.0016, 0.7233, 0.7458)  0.17
N (1.2905, 1.2668, 0.5763)  -0.54
C (1.8377, 0.4124, -0.2067)  -0.07
C (0.9108, -0.7277, -0.6330)  -0.38
N (-0.0363, -0.6705, 0.4759)  -0.21
H (-1.8365, -0.6701, -0.7325)  0.23
H (-2.0885, -1.1118, 0.9835)  0.23
H (0.4435, -0.4113, -1.5860)  0.24
H (-1.9481, 1.8466, 0.7578)  0.40
H (2.8566, 0.5406, -0.5670)  0.39
H (1.3960, -1.6960, -0.7768)  0.33

=====

D | ORCA calculation (ωB97M-V/def2-TZVPD) on the molecule C5H6N2.

Calculated values
* gap between HOMO and LUMO (spin up / spin down): 8.901 / 7.511 eV
* LUMO (spin up / spin down): 0.18 / -0.45 eV

Last column: Mulliken charge in e.
Geometry (Å):
N (1.9228, -0.1703, 1.8752)  -0.50
C (1.3726, 0.0130, 0.8683)  0.20
C (1.0645, 0.3836, -0.5312)  -0.04
C (-0.0836, -0.4803, -0.9797)  0.12
C (-0.4606, -1.2495, 0.2290)  -0.98
C (-0.9919, 1.1888, 0.3226)  -0.49
N (-0.2432, 0.9328, -0.7837)  -0.28
H (1.8873, 0.7079, -1.1621)  0.39
H (-0.1152, -0.8592, -2.0023)  0.40
H (-1.4619, -1.3171, 0.6099)  0.29
H (0.1083, -2.1826, 0.3389)  0.30
H (-2.0443, 0.9253, 0.2843)  0.29
H (-0.7160, 2.0742, 0.8988)  0.28

=====

Stability, descending: C, B, A, D

=====

A | ORCA calculation (ωB97M-V/def2-TZVPD) on C5H6N2 as an isolated structure.

Calculated values
* gap between HOMO and LUMO: 9.776 eV
* LUMO: 0.87 eV

Last column: Mulliken charge in e.
Geometry (Å):
C (-0.0494, 1.1978, 1.0331)  -0.31
C (1.2583, 0.5387, 0.6631)  -0.60
C (0.6300, -0.6744, 0.5917)  0.60
N (0.7377, -1.7569, -0.2724)  -0.58
C (-0.2676, -1.5461, -1.0695)  -0.17
C (-0.9560, -0.2744, -0.7529)  -0.48
N (-0.6891, -0.1051, 0.6441)  -0.31
H (-0.3784, 2.0592, 0.4463)  0.29
H (-0.2093, 1.4101, 2.0936)  0.22
H (0.0657, 0.5386, -1.0922)  0.30
H (2.2833, 0.8502, 0.7749)  0.34
H (-0.4551, -2.1609, -1.9474)  0.37
H (-1.9701, -0.0768, -1.1126)  0.33

=====

B | ORCA calculation (ωB97M-V/def2-TZVPD) on C5H6N2 as an isolated structure.

Calculated values
* gap between HOMO and LUMO: 9.954 eV
* LUMO: 1.11 eV

Last column: Mulliken charge in e.
Geometry (Å):
N (1.7654, 0.8410, 1.1338)  -0.48
C (1.5102, -0.3753, 0.9171)  -0.13
C (1.3150, 0.4549, -0.2412)  -0.05
C (-0.5453, -0.5005, -1.1925)  -0.33
C (-1.4165, -0.7135, -0.2065)  -0.37
C (-1.0834, 0.6518, 0.3573)  -0.42
N (-0.0296, 0.7622, -0.7135)  -0.31
H (2.0461, 0.5021, -1.0462)  0.43
H (-0.2027, -1.0009, -2.0938)  0.39
H (-2.1314, -1.4882, 0.0370)  0.36
H (1.3547, -1.2848, 1.4844)  0.32
H (-1.8663, 1.3955, 0.1837)  0.27
H (-0.7162, 0.7559, 1.3804)  0.31

=====

C | ORCA calculation (ωB97M-V/def2-TZVPD) on the molecule C5H6N2.

Calculated values
* structure (SMILES): Nc1ccncc1
* gap between HOMO and LUMO: 9.821 eV
* LUMO: 0.94 eV

Last column: Mulliken charge in e.
Geometry (Å):
N (1.5248, -1.4423, -0.1753)  -0.46
C (0.5089, -0.5271, 0.0096)  0.46
C (-0.2589, -0.2828, 1.1761)  -0.37
C (-1.2320, 0.6507, 1.1104)  -0.17
N (-1.6747, 1.3311, 0.0433)  -0.56
C (-0.8839, 1.2164, -1.0284)  -0.37
C (0.1335, 0.3086, -1.1338)  -0.16
H (2.4270, -1.1689, -0.4635)  0.19
H (1.5710, -2.4184, 0.1520)  0.20
H (-0.0375, -0.8019, 2.0767)  0.36
H (-1.7348, 0.9710, 2.0603)  0.31
H (-1.2111, 1.9363, -1.8182)  0.33
H (0.8677, 0.2273, -2.0092)  0.24

=====

Stability, descending: C, A, B